A molecular structure, C3HBr2NO, computed with ωB97M-V with the def2-TZVPD basis set.

For the max |F|, the calculation gives 10.7 eV Å⁻¹. The energy relative to the best compared isomer or geometry (same formula, charge and spin) comes out at 166.5 kJ/mol. The calculation puts the HOMO energy at -10.72 eV. As for the energy: -146746.207 eV.

Each line ends with the Mulliken charge.
Atoms and positions in Å:
1 C -0.015 0.200 -0.424  -0.074
2 C -0.681 -0.015 -2.197  0.246
3 C 0.602 -0.489 -1.595  0.477
4 N -1.177 0.484 -0.962  -0.438
5 O -1.103 0.089 -3.541  -0.516
6 Br 2.298 0.280 -2.089  -0.029
7 Br 0.638 -2.498 -1.640  -0.046
8 H 0.439 0.422 0.521  0.381

***

A molecular structure, C31H25BrN5O2RuS, computed with ωB97M-V with the def2-TZVPD basis set.

For the max |F|, the calculation gives 5.6 eV Å⁻¹. The spin multiplicity is 6. The energy relative to the best compared isomer or geometry (same formula, charge and spin) comes out at 0.0 kJ/mol. The calculation puts the HOMO energy (spin up / spin down) at -11.29 / -14.23 eV. As for the energy: -127539.119 eV. As for the total charge: +2.

Each line ends with the Mulliken charge.
Atoms and positions in Å:
1 Ru -0.537 -0.037 -0.429  0.309
2 C 3.878 -2.237 -2.741  -1.475
3 C 2.532 -2.545 -2.165  0.555
4 C 2.165 -3.905 -1.966  -0.524
5 C 0.846 -4.224 -1.589  -0.767
6 C 0.011 -3.216 -1.143  0.046
7 Br -1.488 -3.920 -0.288  -0.034
8 N 0.407 -1.928 -1.166  0.554
9 C 1.570 -1.623 -1.791  -0.223
10 H 4.700 -2.829 -2.255  0.376
11 H 4.077 -1.122 -2.694  0.353
12 H 3.964 -2.488 -3.824  0.331
13 H 2.872 -4.721 -2.212  0.444
14 H 0.477 -5.278 -1.557  0.395
15 H 1.805 -0.584 -2.005  0.380
16 C -4.025 -1.027 2.165  -0.682
17 C -5.032 -0.543 1.349  -0.689
18 C -4.760 -0.374 -0.008  -0.792
19 C -3.408 -0.419 -0.433  0.753
20 N -2.370 -0.625 0.466  0.797
21 C -2.696 -0.987 1.721  -0.446
22 C -3.003 -0.349 -1.790  0.678
23 C -3.978 -0.472 -2.796  -0.880
24 C -3.578 -0.920 -4.071  -0.582
25 C -2.204 -0.931 -4.344  -0.677
26 C -1.302 -0.621 -3.372  -0.725
27 N -1.685 -0.307 -2.116  0.499
28 H -4.253 -1.307 3.223  0.407
29 H -6.031 -0.398 1.809  0.423
30 H -5.516 -0.102 -0.692  0.495
31 H -1.869 -1.411 2.328  0.447
32 H -5.012 -0.282 -2.515  0.421
33 H -4.315 -1.171 -4.796  0.515
34 H -1.895 -1.175 -5.401  0.377
35 H -0.246 -0.658 -3.490  0.609
36 O 1.144 -0.785 3.676  -0.612
37 S 1.361 -0.745 2.238  0.898
38 O 1.472 -2.017 1.518  -0.575
39 N 0.173 0.226 1.505  0.327
40 C -0.043 1.483 2.070  -0.012
41 C 0.294 1.932 3.388  -0.093
42 C -0.096 3.288 3.767  -0.932
43 C -0.741 4.075 2.858  -0.629
44 C -1.077 3.685 1.492  0.622
45 C -1.722 4.537 0.530  -0.704
46 C -1.964 3.964 -0.731  -0.981
47 C -1.406 2.703 -1.057  -0.449
48 N -0.939 1.803 -0.156  0.311
49 C -0.697 2.360 1.103  0.321
50 C 3.020 0.009 1.866  0.570
51 C 4.075 -0.885 1.835  -0.530
52 C 5.397 -0.448 1.718  -0.610
53 C 5.694 0.891 1.692  -0.579
54 C 4.635 1.788 1.722  -0.580
55 C 3.316 1.395 1.829  -0.113
56 H 0.699 1.272 4.186  0.565
57 H 0.104 3.663 4.801  0.408
58 H -1.099 5.087 3.139  0.379
59 H -2.037 5.542 0.857  0.439
60 H -2.463 4.491 -1.525  0.470
61 H -1.362 2.466 -2.101  0.527
62 H 3.909 -1.981 1.727  0.363
63 H 6.143 -1.186 1.520  0.418
64 H 6.777 1.121 1.717  0.370
65 H 4.783 2.841 1.622  0.432
66 H 2.549 2.159 1.779  0.313

***

A single C6H10O molecule, computed with ωB97M-V with the def2-TZVPD basis set.

For the max |F|, the calculation gives 2.2 eV Å⁻¹. Its SMILES is O[C@@H]1C=CCCC1. The energy relative to the best compared isomer or geometry (same formula, charge and spin) comes out at 71.4 kJ/mol. The calculation puts the HOMO energy at -9.27 eV. As for the energy: -8430.501 eV.

Each line ends with the Mulliken charge.
Atoms and positions in Å:
1 O -0.342 0.996 2.376  -0.550
2 C -0.425 0.801 0.973  0.447
3 C 1.041 0.736 0.412  -0.816
4 C 1.380 -0.464 -0.506  -0.627
5 C 0.223 -0.726 -1.464  -0.674
6 C -1.043 -0.938 -0.670  -0.371
7 C -1.255 -0.353 0.508  -0.550
8 H -1.174 1.452 2.532  0.368
9 H -1.187 1.638 0.688  0.254
10 H 1.749 0.740 1.256  0.304
11 H 1.219 1.658 -0.139  0.265
12 H 1.574 -1.382 0.069  0.310
13 H 2.308 -0.259 -1.062  0.319
14 H 0.120 0.136 -2.141  0.266
15 H 0.416 -1.596 -2.102  0.360
16 H -1.810 -1.585 -1.084  0.380
17 H -2.180 -0.487 1.065  0.315

***

A molecular structure, C2H9BCaO2Si, computed with ωB97M-V with the def2-TZVPD basis set.

For the max |F|, the calculation gives 3.2 eV Å⁻¹. The calculation puts the HOMO energy at -18.17 eV. As for the energy: -33290.604 eV. As for the total charge: +2.

Each line ends with the Mulliken charge.
Atoms and positions in Å:
1 C 2.083 -0.786 0.075  -1.116
2 C 1.280 0.421 0.479  -0.339
3 O 0.326 0.829 -0.608  -0.476
4 B -0.975 0.580 -0.234  0.744
5 O -1.873 1.750 -0.417  -0.681
6 Si -1.786 -1.141 0.401  0.332
7 H 1.793 -1.667 0.618  0.336
8 H 3.135 -0.600 0.179  0.338
9 H 1.903 -0.988 -0.968  0.316
10 H 1.931 1.262 0.620  0.355
11 H 0.737 0.283 1.399  0.428
12 H -2.072 1.774 -1.349  0.298
13 H -3.037 -1.410 -0.328  -0.078
14 H -0.776 -2.205 0.289  -0.084
15 H -2.116 -0.903 1.824  -0.032
16 Ca -0.554 2.800 -1.980  1.657

***

A molecular structure, C23H30NO7Ti, computed with ωB97M-V with the def2-TZVPD basis set.

For the max |F|, the calculation gives 3.8 eV Å⁻¹. The spin multiplicity is 2. The calculation puts the HOMO energy (spin up / spin down) at 2.41 / 2.22 eV. As for the energy: -63269.678 eV. As for the total charge: -2.

Each line ends with the Mulliken charge.
Atoms and positions in Å:
1 C 0.414 -0.385 -3.023  4.152
2 C 0.244 -1.019 -1.634  -1.723
3 C -0.032 1.085 -2.907  -1.545
4 C -0.850 1.208 -1.566  0.208
5 H -0.656 1.326 -3.777  0.314
6 H 0.856 1.733 -2.946  0.211
7 C -0.967 -0.314 -1.048  0.745
8 H 1.148 -0.828 -1.029  0.142
9 H 0.111 -2.104 -1.747  0.573
10 C -1.430 -0.877 0.324  -1.917
11 H -1.812 -0.637 -1.680  0.230
12 H -1.872 1.511 -1.852  0.161
13 C -0.355 2.304 -0.741  0.670
14 C 1.839 -0.573 -3.528  -0.625
15 C -0.367 -1.069 -4.154  -0.565
16 O -0.936 -0.465 -5.053  -0.564
17 O 2.826 -0.603 -2.805  -0.603
18 O 1.918 -0.704 -4.863  -0.150
19 O -0.354 -2.410 -4.123  -0.200
20 C -0.991 -2.953 -5.290  -0.975
21 H -0.905 -4.034 -5.189  0.268
22 H -0.471 -2.590 -6.183  0.302
23 H -2.038 -2.633 -5.331  0.302
24 C 3.253 -0.880 -5.348  -0.969
25 H 3.896 -0.064 -4.991  0.298
26 H 3.163 -0.870 -6.435  0.265
27 H 3.660 -1.838 -4.996  0.307
28 O -0.736 -0.652 1.549  -0.074
29 H -1.437 -1.968 0.211  0.332
30 H -2.475 -0.563 0.467  0.379
31 C -1.310 3.109 0.042  -1.415
32 C 1.089 2.483 -0.538  -1.271
33 H 1.515 3.206 -1.254  0.193
34 H 1.642 1.537 -0.661  -0.126
35 H 1.293 2.877 0.470  0.420
36 H -0.886 3.392 1.018  0.207
37 H -2.239 2.557 0.249  0.295
38 H -1.589 4.033 -0.495  0.297
39 Ti -0.398 -0.024 3.154  0.354
40 C -1.949 0.503 5.045  -0.798
41 C -2.833 0.354 3.923  -0.346
42 C -2.666 -0.959 3.401  -0.616
43 H -3.541 1.102 3.556  0.400
44 C -1.687 -1.645 4.196  -0.680
45 C -1.253 -0.741 5.226  -0.322
46 H -0.566 -0.961 6.042  0.574
47 H -1.933 1.341 5.740  0.462
48 H -3.249 -1.392 2.588  0.579
49 H -1.395 -2.687 4.076  0.436
50 C 2.130 0.820 3.506  -0.756
51 C 1.613 -0.074 4.496  -0.339
52 C 1.348 -1.341 3.855  -0.698
53 H 1.552 0.135 5.566  0.432
54 C 1.747 -1.215 2.478  -1.024
55 C 2.245 0.103 2.274  0.191
56 H 2.718 0.478 1.367  0.555
57 H 2.479 1.839 3.681  0.376
58 H 1.052 -2.266 4.350  0.544
59 H 1.776 -2.026 1.749  0.462
60 O -0.795 3.249 4.167  -0.646
61 N -0.448 2.131 3.865  0.581
62 O -0.108 1.946 2.558  -0.269

***

2 unconnected molecules or ions with the total composition C4H9NO, computed with ωB97M-V with the def2-TZVPD basis set.

For the max |F|, the calculation gives 3.6 eV Å⁻¹. Its SMILES is C=CN.CC=O. The energy relative to the best compared isomer or geometry (same formula, charge and spin) comes out at 348.9 kJ/mol. The calculation puts the HOMO energy at -8.45 eV. As for the energy: -7828.704 eV.

Each line ends with the Mulliken charge.
Atoms and positions in Å:
1 C 1.625 1.041 -1.401  -0.728
2 C 0.601 1.882 -1.014  0.048
3 N -0.232 2.017 0.115  -0.401
4 H 1.825 0.227 -0.762  0.250
5 H 2.319 1.410 -2.160  0.253
6 H 0.313 2.707 -1.739  0.194
7 H -1.116 2.388 0.194  0.199
8 H 0.048 2.187 1.086  0.196
9 O -0.903 -0.954 1.639  -0.407
10 C -1.089 -1.572 0.657  0.141
11 C 0.007 -2.398 0.074  -0.571
12 H -2.009 -1.292 -0.063  0.235
13 H 0.094 -3.432 0.597  0.274
14 H 0.848 -1.652 -0.094  0.033
15 H -0.337 -2.747 -0.873  0.283